[1]
The following is a DFT calculation (ωB97M-V/def2-TZVPD) of the ion C21H15BrN3O6 with charge -1.

Element x y z (Å)
Br1 5.92546 0.06656 -3.29969
C1 4.05820 0.01899 -2.98265
C2 3.41874 -1.21449 -2.83726
C3 2.05177 -1.23878 -2.54371
C4 1.35130 -0.04046 -2.31725
C5 -0.02671 0.00213 -1.53019
C6 -0.96261 0.57523 -2.53317
N1 -2.28279 0.22008 -2.61387
O1 -3.14573 0.96811 -3.15952
O2 -2.58662 -0.87509 -2.04094
C7 1.96162 1.17315 -2.61468
C8 3.33480 1.22188 -2.90941
H1 3.94560 -2.14338 -3.03640
H2 1.52090 -2.17453 -2.36745
H3 -0.32752 -0.95238 -1.11201
H4 -0.60717 1.39732 -3.14425
H5 1.38241 2.10368 -2.59250
H6 3.81978 2.15823 -3.17256
C9 -0.27233 0.43886 -0.00665
C10 -1.71187 0.54773 0.57774
C11 -2.55875 1.48570 -0.04574
C12 -3.90230 1.65513 0.29137
C13 -4.39050 0.94553 1.40346
N2 -5.75619 1.09355 1.72975
O3 -6.20158 0.49296 2.73036
O4 -6.50276 1.78908 1.00432
C14 -3.58388 0.02749 2.10667
C15 -2.29330 -0.19338 1.63317
C16 0.62582 -0.24805 1.03155
C17 0.52218 -0.01012 2.40663
C18 1.43997 -0.50024 3.31889
C19 2.51460 -1.27005 2.81619
N3 3.36397 -1.96169 3.71174
O5 4.26599 -2.72615 3.29519
O6 3.15535 -1.78126 4.93285
C20 2.67727 -1.53330 1.44590
C21 1.65815 -1.09040 0.61548
H7 0.09782 1.57979 -0.11749
H8 -2.14399 2.13016 -0.81510
H9 -4.54106 2.36794 -0.25448
H10 -3.99266 -0.41986 3.01698
H11 -1.75389 -0.97450 2.16780
H12 -0.26582 0.61298 2.79217
H13 1.38174 -0.32553 4.39322
H14 3.55916 -2.06069 1.04587
H15 1.77747 -1.33791 -0.42037

Summary:
SMILES   O=[N+]([O-])c1ccc(C(c2ccc([N+](=O)[O-])cc2)[C@@H](C=[N+]([O-])[O-])c2ccc(Br)cc2)cc1
Molecular weight   485.27 g mol⁻¹
E_LUMO   1.055 eV
Charge   -1
DFT total energy   -3998.67380 Eh

Here are the Mulliken charges for atoms 1 to 2, given in e:
1 Br -0.22
2 C 0.08


[2]
The following is a DFT calculation (ωB97M-V/def2-TZVPD) of a structure of composition C21H15Cl5N2O4SSiTi.

Element x y z (Å)
Ti1 -0.76252 1.12228 -1.42194
O1 5.48569 3.48768 -1.43370
C1 5.30471 2.30928 -1.78684
O2 6.12968 1.39470 -1.98636
C2 3.82128 1.90891 -2.02523
C3 3.50075 0.63728 -2.48772
C4 2.17723 0.30277 -2.70003
N1 1.17869 1.17170 -2.53336
C5 1.47197 2.40376 -2.08252
C6 2.77353 2.79429 -1.79952
C7 0.31195 3.40818 -1.91339
O3 0.55070 4.50402 -1.41974
O4 -0.82521 2.98011 -2.31294
H1 4.29973 -0.07167 -2.65645
H2 1.88083 -0.69415 -3.00787
H3 2.97852 3.78949 -1.43333
C8 1.55893 -2.79157 4.08770
Si1 0.56860 -2.61456 2.48439
C9 -1.15206 -3.33578 2.77951
C10 1.48025 -3.64165 1.19902
C11 0.40403 -0.78652 2.08382
C12 0.70234 0.15860 3.06045
C13 0.58993 1.51384 2.78586
C14 0.15902 1.89412 1.52844
N2 -0.18583 1.01852 0.59156
C15 -0.04682 -0.31259 0.84255
S1 -0.50100 -1.31547 -0.50650
H4 1.70278 -3.85324 4.30041
H5 1.06498 -2.34785 4.95451
H6 2.54558 -2.33296 3.99353
H7 -1.10937 -4.37471 3.11524
H8 -1.72675 -3.29327 1.85305
H9 -1.68667 -2.75322 3.53256
H10 1.72976 -4.60977 1.64513
H11 2.40831 -3.16192 0.88369
H12 0.87551 -3.79732 0.30912
H13 1.04945 -0.15654 4.03788
H14 0.84800 2.27052 3.51408
H15 0.07236 2.93806 1.24224
Cl1 -3.80855 1.87343 0.83235
C16 -4.14767 1.07068 -0.69148
C17 -3.07026 0.75301 -1.49659
C18 -3.40374 0.13543 -2.68701
Cl2 -2.09282 -0.25388 -3.82413
C19 -4.69685 -0.19545 -3.07649
Cl3 -5.04551 -0.98218 -4.57386
C20 -5.74453 0.13265 -2.21002
Cl4 -7.37439 -0.26258 -2.63905
C21 -5.46843 0.77783 -1.00542
Cl5 -6.77607 1.18771 0.05441

Summary:
Molecular weight   644.65 g mol⁻¹
E_LUMO (spin up / spin down)   3.844 / 3.845 eV
Spin multiplicity   3
Expectation value of S²   2.009
Charge   -2
DFT total energy   -5058.07243 Eh
ΔE to the lowest compared entry with this formula, charge and spin   0.429 eV

Here are the Mulliken charges for atoms 1 to 2, given in e:
1 Ti -0.03
2 O -0.72


[3]
The following is a DFT calculation (ωB97M-V/def2-TZVPD) of a structure of composition C21H15ClCrIN2O2S.

Element x y z (Å)
Cr1 0.09002 -1.16468 -1.15953
C1 -2.21641 1.46941 -1.95507
C2 -0.83808 1.94465 -1.60932
C3 -0.67937 3.34978 -1.46930
C4 0.53782 3.87587 -1.20726
C5 1.66197 3.02503 -1.13550
C6 2.96182 3.54043 -0.93325
C7 4.02590 2.68595 -0.93581
C8 3.83476 1.31280 -1.14511
C9 2.58227 0.75467 -1.33166
S1 2.39167 -0.94213 -1.63454
C10 1.44803 1.63858 -1.30439
N1 0.17956 1.10850 -1.48100
H1 -2.75031 2.26832 -2.47336
H2 -2.78454 1.21928 -1.06006
H3 -2.19632 0.58008 -2.57347
H4 -1.55195 3.98069 -1.57655
H5 0.67129 4.94535 -1.08697
H6 3.09006 4.60674 -0.79117
H7 5.02849 3.06953 -0.78674
H8 4.68762 0.64601 -1.16990
Cl1 -3.40604 -1.16211 4.92901
C11 -2.95226 -1.22085 3.23738
C12 -3.92009 -1.32543 2.28194
C13 -3.59893 -1.36721 0.91659
I1 -5.11926 -1.50630 -0.49650
C14 -2.28010 -1.31356 0.45325
O1 -1.92831 -1.31621 -0.76721
C15 -1.27242 -1.20248 1.50020
N2 0.00253 -1.14129 1.04587
C16 0.98939 -1.02897 1.90060
C17 0.77319 -0.96557 3.29054
C18 -0.50338 -1.02486 3.77057
C19 -1.58654 -1.15026 2.87169
H9 -4.95679 -1.37572 2.58761
H10 1.98734 -0.99259 1.47435
H11 1.61754 -0.87067 3.96000
H12 -0.69976 -0.97612 4.83339
C20 1.55088 -4.05077 -1.57133
C21 0.24314 -3.27166 -1.35278
O2 -0.75122 -3.97728 -1.18887
H13 1.35053 -5.12447 -1.56993
H14 2.25961 -3.79812 -0.77585
H15 2.02664 -3.75236 -2.51057

Summary:
Molecular weight   573.78 g mol⁻¹
E_LUMO (spin up / spin down)   2.460 / 2.455 eV
Spin multiplicity   5
Expectation value of S²   6.041
Charge   -1
DFT total energy   -3269.93447 Eh
ΔE to the lowest compared entry with this formula, charge and spin   0.168 eV

Here are the Mulliken charges for atoms 1 to 2, given in e:
1 Cr -0.18
2 C -1.39


[4]
The following is a DFT calculation (ωB97M-V/def2-TZVPD) of a structure of composition C21H15F3NO5S3.

Element x y z (Å)
C1 -3.59062 -1.03976 3.36308
C2 -2.29148 -1.53782 3.48501
C3 -1.41202 -1.45541 2.40389
C4 -1.85032 -0.81178 1.25588
S1 -0.72100 -0.53569 -0.12214
C5 1.12815 0.42930 0.84152
C6 1.07473 1.64968 -0.02384
C7 0.93553 2.92496 0.59988
C8 1.01953 4.09513 -0.14919
C9 1.09781 4.04713 -1.54939
C10 1.11757 2.80561 -2.18697
C11 1.07298 1.62692 -1.45362
O1 -0.40229 -1.78063 -0.73573
O2 -1.36409 0.50330 -0.90964
C12 -3.15058 -0.35719 1.08280
C13 -4.03437 -0.47327 2.16488
H1 -4.26976 -1.09544 4.21246
H2 -1.94000 -1.99327 4.41179
H3 -0.38056 -1.81600 2.43285
H4 0.21349 0.14426 1.63198
H5 0.82032 2.94544 1.70179
H6 1.04647 5.04281 0.38314
H7 1.15545 4.95827 -2.11720
H8 1.19268 2.74380 -3.27086
H9 1.03915 0.68164 -2.01555
H10 -3.44285 0.08254 0.13291
H11 -5.05413 -0.11081 2.04915
F1 3.78297 -0.80186 3.73794
C14 3.14973 0.38735 3.84445
F2 2.48248 0.41377 5.04127
F3 4.10384 1.38043 3.87458
S2 2.00422 0.79876 2.51680
N1 3.26293 -0.21192 1.34297
C15 2.09922 -0.71991 0.48209
O3 1.70589 -1.81244 1.04832
C16 2.69879 -0.79195 -0.92181
C17 3.83618 -0.04225 -1.04705
C18 4.49843 0.12184 -2.27161
C19 4.02017 -0.60835 -3.35589
C20 2.93691 -1.49888 -3.18654
C21 2.27977 -1.61591 -1.95844
S3 4.26577 0.83230 0.42635
O4 3.83588 2.18189 0.32380
O5 5.63869 0.50588 0.76963
H12 5.32803 0.84248 -2.33500
H13 4.47530 -0.47302 -4.34306
H14 2.59127 -2.10130 -4.02080
H15 1.48844 -2.35531 -1.78059

Summary:
Molecular weight   514.55 g mol⁻¹
E_LUMO   1.385 eV
Charge   -1
DFT total energy   -2734.17170 Eh
ΔE to the lowest compared entry with this formula, charge and spin   5.126 eV

Here are the Mulliken charges for atoms 1 to 2, given in e:
1 C -0.42
2 C -0.72


[5]
The following is a DFT calculation (ωB97M-V/def2-TZVPD) of a cluster of 2 separate species, C21H15F3NO7S4 in total.

Element x y z (Å)
C1 0.41515 5.96080 -0.94933
C2 1.64985 5.48752 -1.40524
C3 1.80204 4.14054 -1.73989
C4 0.71908 3.27377 -1.58679
S1 0.91897 1.53743 -1.96334
C5 0.64210 1.59246 -3.60236
S2 0.57178 0.35910 -4.79753
C6 -0.66017 -0.83240 -4.21656
C7 -0.24108 -1.88305 -3.40258
C8 -1.19118 -2.68508 -2.76728
C9 -2.55355 -2.45740 -2.97897
C10 -2.96522 -1.43759 -3.84063
C11 -2.01731 -0.63870 -4.48547
O1 0.00940 1.04124 -5.94685
O2 1.80584 -0.38468 -4.88703
O3 2.25279 1.15595 -1.56343
O4 -0.24164 0.93221 -1.32909
C12 -0.54318 3.75949 -1.23686
C13 -0.68777 5.10515 -0.89605
H1 0.30592 7.00401 -0.65473
H2 2.50197 6.15937 -1.50814
H3 2.74327 3.75084 -2.12155
H4 0.14572 2.51577 -3.89714
H5 0.82168 -2.06565 -3.26148
H6 -0.85678 -3.48079 -2.10004
H7 -3.29303 -3.07672 -2.46868
H8 -4.02746 -1.25198 -4.00750
H9 -2.32036 0.13807 -5.18413
H10 -1.39762 3.08577 -1.23314
H11 -1.67034 5.47222 -0.59973
F1 -0.09502 -4.86615 8.15688
C14 -0.20121 -3.86680 7.22730
F2 -1.34203 -4.05360 6.51814
F3 -0.29990 -2.68115 7.88600
S3 1.28418 -3.95298 6.16407
N1 0.74060 -2.87111 4.93472
C15 0.20894 -3.37955 3.73132
O5 -0.11425 -4.54150 3.54652
C16 0.15461 -2.22926 2.81153
C17 0.84135 -1.12659 3.27533
C18 0.93988 0.06056 2.56629
C19 0.28668 0.09562 1.33256
C20 -0.37282 -1.03043 0.80650
C21 -0.43569 -2.21504 1.54371
S4 1.59942 -1.36725 4.84097
O6 1.08448 -0.44097 5.80614
O7 3.00885 -1.63759 4.75171
H12 1.49357 0.91005 2.96062
H13 0.32326 1.02394 0.78099
H14 -0.82743 -0.98932 -0.18462
H15 -0.91634 -3.11853 1.17489

Summary:
Molecular weight   578.61 g mol⁻¹
E_LUMO   1.656 eV
Charge   -1
DFT total energy   -3283.03622 Eh
ΔE to the lowest compared entry with this formula, charge and spin   0.000 eV

Here are the Mulliken charges for atoms 1 to 2, given in e:
1 C -0.32
2 C -0.64


Q: Number 1 is which compound?
A: C21H15BrN3O6